# 1
Formula: C28H39EuN10O4S
Source: the OMol25 dataset
Level of theory: ωB97M-V with the def2-TZVPD basis set

```
83
Properties=species:S:1:pos:R:3:forces:R:3
Eu -0.574591 0.907414 0.090702 0.425 0.384 0.112
O -3.323766 0.705169 3.851724 -0.307 0.049 0.099
C -2.767541 0.829592 2.674853 0.316 -0.092 -0.183
O -1.585621 0.622847 2.446366 0.031 -0.049 -0.038
C -3.688203 1.223125 1.569988 -0.094 0.034 -0.058
C -5.057690 1.360358 1.670762 0.001 0.007 0.091
C -5.772911 1.654369 0.508862 0.080 -0.002 -0.001
C -5.097436 1.773735 -0.693255 -0.010 0.055 -0.033
C -3.713396 1.626165 -0.695059 0.240 -0.085 -0.162
N -3.032596 1.371788 0.414866 -0.292 -0.036 -0.079
C -2.859125 1.601851 -1.978242 -0.738 0.047 0.084
O -3.428252 1.481595 -3.038274 0.138 0.072 0.024
O -1.590041 1.662530 -1.749584 0.153 -0.052 -0.145
H -2.682437 0.415294 4.519053 0.146 -0.004 -0.023
H -5.555692 1.230098 2.621449 0.017 0.007 -0.001
H -6.847683 1.766622 0.554806 -0.001 0.005 -0.033
H -5.603519 1.963013 -1.630375 -0.007 -0.013 0.011
N -1.092307 3.755345 0.184015 -0.082 -0.154 -0.113
N -0.149767 4.660421 0.663906 0.133 0.207 0.157
C 0.799039 4.250595 1.534749 -0.179 -0.134 -0.033
N 1.563919 5.203422 2.066081 0.002 0.079 -0.049
S 1.040131 2.634797 1.926130 0.102 -0.120 0.075
H -1.216306 3.887206 -0.813601 0.026 -0.026 -0.087
H -1.987383 3.915113 0.634831 -0.055 -0.024 0.067
H -0.355943 5.646599 0.598261 -0.046 0.047 -0.057
H 1.447574 6.182642 1.859015 0.001 -0.013 0.013
H 2.287460 4.933203 2.709069 0.027 0.000 0.037
C 4.267406 -0.797646 -0.987770 0.016 -0.043 0.066
N 3.589778 0.449497 -1.329046 0.034 -0.099 0.009
C 4.364503 1.325634 -2.202942 -0.023 0.053 -0.088
C 2.341057 0.708495 -0.911975 -0.266 -0.207 -0.033
N 1.703843 0.168866 0.080389 0.372 0.072 0.120
C 2.270255 -0.459602 1.210191 0.263 -0.023 0.144
C 3.388137 0.069614 1.812786 -0.183 -0.016 -0.130
C 3.936043 -0.510904 2.965828 0.050 -0.067 0.099
C 3.357033 -1.617035 3.513837 0.095 0.086 0.004
C 2.173124 -2.161348 2.963724 -0.021 0.083 -0.097
C 1.565958 -3.281377 3.574903 -0.115 -0.088 -0.001
C 0.401166 -3.791570 3.081984 0.086 -0.059 0.101
C -0.205088 -3.196867 1.966094 0.009 0.197 -0.130
C 0.360046 -2.119819 1.321697 -0.096 -0.265 0.138
N -0.366932 -1.510383 0.261939 -0.127 -0.022 0.070
C -0.904369 -2.220623 -0.701979 0.090 0.221 0.093
N -0.453237 -3.400096 -1.150259 0.183 0.012 -0.122
C -1.310365 -4.400627 -1.774601 -0.069 -0.040 -0.035
C 0.933217 -3.816763 -0.979057 -0.005 0.018 0.037
N -1.990916 -1.595223 -1.331397 -0.174 -0.137 0.044
C -2.192523 -1.775168 -2.773632 0.025 0.106 -0.039
C -3.245549 -1.660039 -0.572556 -0.001 -0.086 -0.019
C 1.588826 -1.568925 1.806245 -0.047 -0.020 -0.048
N 1.442486 1.520244 -1.701685 0.093 0.062 0.024
C 1.248005 0.972846 -3.053428 -0.103 -0.022 -0.079
C 1.678788 2.970951 -1.739713 -0.023 0.025 0.045
H 4.812320 -1.133302 -1.869704 -0.026 0.011 -0.020
H 3.543794 -1.560332 -0.711550 0.008 0.016 0.008
H 4.974750 -0.675423 -0.165982 -0.024 0.021 0.012
H 5.409052 1.263552 -1.902063 -0.003 -0.003 0.024
H 4.060729 2.360698 -2.102736 0.012 -0.033 0.011
H 4.295634 1.022095 -3.249642 0.001 -0.019 0.022
H 3.837916 0.964104 1.399912 0.012 -0.025 -0.055
H 4.821568 -0.076019 3.409863 -0.006 -0.016 0.007
H 3.787909 -2.082657 4.390884 -0.034 -0.011 0.002
H 2.031179 -3.718772 4.448720 0.029 0.018 -0.013
H -0.069804 -4.643596 3.554191 0.006 0.011 0.004
H -1.155406 -3.578000 1.609559 0.003 -0.003 -0.009
H -2.360411 -4.163551 -1.633602 0.042 -0.001 0.025
H -1.115156 -5.363420 -1.301173 -0.013 0.008 0.021
H -1.103258 -4.494109 -2.841918 0.001 0.005 0.009
H 1.567011 -2.944933 -0.833289 -0.009 0.001 0.018
H 1.245470 -4.333860 -1.886582 -0.007 0.014 -0.007
H 1.056015 -4.489762 -0.128716 -0.005 0.012 0.009
H -2.910590 -2.566702 -3.001034 0.036 -0.008 -0.001
H -1.244319 -2.005739 -3.255614 0.003 0.005 0.008
H -2.572152 -0.842228 -3.189249 -0.008 -0.005 0.000
H -3.701211 -2.655329 -0.631349 -0.003 0.014 -0.018
H -3.954594 -0.949165 -0.990534 -0.021 0.029 0.014
H -3.059881 -1.428779 0.475010 -0.014 0.015 0.008
H 2.105275 1.154902 -3.707474 -0.014 0.000 0.032
H 0.365489 1.437462 -3.490396 -0.010 0.002 0.038
H 1.071761 -0.102067 -2.987579 0.005 0.003 -0.002
H 2.062673 3.308268 -0.778054 -0.014 0.017 -0.002
H 0.730400 3.466736 -1.948403 -0.011 -0.013 0.002
H 2.371212 3.262891 -2.532150 -0.025 -0.003 0.002
```
Positions in Å, forces in eV/Å.

Its HOMO energy (alpha / beta) is -12.335 / -12.332 eV. The value obtained for the energy relative to the best compared isomer or geometry (same formula, charge and spin) is 25.5 kJ/mol. As for the multiplicity: 7. The charge is +2. As for the LUMO energy (alpha / beta): -6.33 / -5.63 eV. The orbital gap (alpha / beta) is 6.0 / 6.7 eV.



# 2
Formula: CH2N4OS
Source: the OMol25 dataset
Level of theory: ωB97M-V with the def2-TZVPD basis set

```
9
Properties=species:S:1:pos:R:3:forces:R:3
H 0.042388 2.261739 0.249141 -0.742 -1.092 -1.038
N -0.792004 1.795519 -0.184592 -0.100 -2.412 1.032
C -0.789118 0.489031 -0.158264 2.263 3.699 -0.205
O -1.805933 -0.337880 -0.312154 0.033 -0.536 0.420
N -1.292356 -1.682187 -0.156526 1.345 -0.589 -0.669
N -0.023975 -1.625284 -0.101415 -4.459 -2.104 0.449
N 0.336219 -0.395384 -0.055159 1.768 1.992 -0.441
S 2.027102 -0.228691 -0.326013 -0.232 0.910 1.750
H 2.297675 -0.276862 1.044985 0.123 0.132 -1.298
```
Positions in Å, forces in eV/Å.

Its HOMO energy is -9.595 eV. The value obtained for the energy relative to the best compared isomer or geometry (same formula, charge and spin) is 112.5 kJ/mol. As for the multiplicity: 1. As for the LUMO energy: 0.11 eV. As for the SMILES: [H]/N=c1/onnn1S. The orbital gap is 9.7 eV.



# 3
Formula: C4H8IN2
Source: the OMol25 dataset
Level of theory: ωB97M-V with the def2-TZVPD basis set

```
15
Properties=species:S:1:pos:R:3:forces:R:3
C -0.196674 -1.544605 0.662886 -1.408 -2.771 0.514
C 0.434533 -0.471112 -1.135062 0.250 0.846 -1.473
C 0.614638 0.334424 -0.066589 0.950 0.108 -1.832
C 1.293434 1.615521 0.073439 -0.775 1.376 0.755
N 0.182388 -0.340211 1.001305 0.060 -0.222 1.946
N -0.128498 -1.663121 -0.683000 0.632 0.324 1.164
I -2.911717 0.334040 -0.929596 -0.582 0.288 0.621
H -0.467576 -2.341408 1.440998 0.187 1.313 -1.710
H -3.530387 0.638292 0.557794 0.180 -0.121 -0.602
H 0.695928 -0.066489 -2.143974 -0.574 -1.442 0.770
H 1.835990 1.572314 1.012177 0.425 0.355 -0.040
H 0.535282 2.388533 0.170313 -0.268 0.231 0.401
H 1.885402 2.033243 -0.723904 0.477 -0.766 -0.426
H 0.193429 0.008273 1.958119 0.071 -0.216 -0.292
H -0.436171 -2.497697 -1.194902 0.376 0.697 0.205
```
Positions in Å, forces in eV/Å.

Its HOMO energy is -13.243 eV. The value obtained for the energy relative to the best compared isomer or geometry (same formula, charge and spin) is 17.3 kJ/mol. As for the multiplicity: 1. The charge is +1. As for the LUMO energy: -3.21 eV. The orbital gap is 10.0 eV.